A 11-piece molecular cluster, C60H149N11O14 overall, computed with wB97M-V/def2-TZVPD.

Summary:
* SMILES string: CC1(C)CCCC(C)(C)N1O.CC1(C)CCCC(C)(C)N1O.COC[C@H](C)N.COC[C@H](C)N.COC[C@H](C)N.COC[C@H](C)N.COC[C@H](C)N.COC[C@H](C)N.COCCNCCOC.COCCNCCOC.COCCNCCOC
* F_max: 3.6 eV Å⁻¹
* orbital gap: 0.3303 Ha
* total charge: 0
* calculated total energy: -4030.6601 Eh

XYZ file:
```
234
Properties=species:S:1:pos:R:3:mulliken_charge:R:1
C 1.2275 -0.7966 0.7365 0.71
C 1.2310 0.2076 -0.4134 3.34
C 2.6131 0.9052 -0.5176 -1.45
C 1.0380 -0.4497 -1.7760 0.26
C -0.3871 -0.7668 -2.1239 1.18
C -1.3417 0.4305 -1.9628 -0.22
C -1.1749 1.0339 -0.5624 2.64
C -1.9675 2.3387 -0.4840 -2.29
C -1.7146 0.0795 0.5222 -1.10
N 0.2676 1.3520 -0.3216 -0.03
O 0.3309 1.8475 0.9999 1.65
H 0.9104 -1.7786 0.3985 -1.13
H 2.2725 -0.9495 1.1117 0.36
H 0.5763 -0.3878 1.5814 -0.73
H 2.7085 1.4678 0.3780 0.09
H 3.3910 0.1641 -0.4933 0.51
H 2.7420 1.6060 -1.3851 -0.88
H 1.4947 0.1691 -2.5933 -0.27
H 1.5701 -1.4285 -1.8723 -1.33
H -0.5124 -1.2047 -3.1278 0.17
H -0.6773 -1.5801 -1.4369 -1.58
H -2.4062 0.0636 -2.0529 -0.79
H -1.1416 1.1896 -2.7239 0.31
H -1.9281 2.8939 0.4164 0.34
H -3.0177 2.0918 -0.7562 0.47
H -1.5248 2.9934 -1.2677 0.18
H -1.4435 -0.9353 0.2999 -0.31
H -2.7847 0.1041 0.7293 0.63
H -1.1963 0.3061 1.4226 -0.31
H 0.3919 2.8225 0.8258 -0.51
C 0.0935 -6.3818 -2.4837 -1.49
C -0.7014 -5.9020 -1.2325 2.05
C -0.1810 -4.5165 -0.8455 0.03
C -2.2162 -5.7439 -1.5581 -0.97
C -3.0179 -5.4912 -0.2313 -0.44
C -2.7762 -6.7878 0.6488 -1.55
C -1.3133 -7.0101 1.0341 2.00
C -0.8669 -5.9587 2.0461 -1.32
C -1.1913 -8.4493 1.5563 -1.96
N -0.5117 -6.9721 -0.2394 0.03
O 0.8208 -7.1097 0.1299 -0.55
H -0.1324 -5.7186 -3.3133 0.36
H 1.2096 -6.4463 -2.4175 -0.28
H -0.2693 -7.3240 -2.8058 0.56
H -0.7637 -3.8062 -0.2750 -0.19
H 0.7748 -4.5417 -0.2988 -0.33
H 0.1782 -4.0506 -1.7853 -0.12
H -2.5168 -4.9572 -2.2253 -0.20
H -2.6464 -6.6687 -1.9810 0.48
H -2.8028 -4.5209 0.2392 0.23
H -4.1273 -5.3853 -0.4616 0.44
H -3.2655 -7.5710 0.0118 0.25
H -3.3353 -6.6629 1.5573 0.59
H -1.5583 -5.9261 2.9820 0.37
H -0.8094 -4.9315 1.5968 0.08
H 0.1418 -6.1703 2.3974 0.36
H -1.5042 -9.2753 0.8674 0.35
H -1.8078 -8.6109 2.4869 0.34
H -0.1022 -8.5586 1.6512 0.43
H 1.1352 -6.2855 0.5158 0.40
C -0.4725 1.8328 4.0946 -0.43
O -0.4415 2.7912 5.1660 -0.16
C 0.9051 3.2729 5.3832 0.51
C 1.0813 3.9205 6.7809 -0.12
C 0.2726 5.1871 6.8892 -1.32
N 2.5156 4.1996 6.9440 -0.41
H -0.0304 2.3565 3.2034 -0.22
H -1.5309 1.6342 3.8966 0.41
H 0.1830 0.9275 4.3076 0.14
H 1.5975 2.4555 5.2565 0.18
H 1.2229 3.8888 4.5177 -0.46
H 0.7576 3.2314 7.5521 0.31
H 0.6014 5.9633 6.2093 0.36
H 0.3195 5.6094 7.8799 0.47
H -0.8297 4.9981 6.8453 0.09
H 2.6298 5.2009 6.9064 0.24
H 2.9692 3.7505 7.7028 0.21
C 5.9213 -0.4054 -2.7203 -0.42
O 5.4043 0.3125 -3.8186 -0.43
C 4.4065 1.2728 -3.4330 0.03
C 4.0681 2.1701 -4.6066 0.80
C 3.7624 1.2194 -5.8185 -1.36
N 4.9922 3.2544 -4.9795 -0.69
H 6.0174 0.1571 -1.8205 0.29
H 6.9915 -0.6653 -2.8702 0.31
H 5.4028 -1.3724 -2.5969 -0.13
H 3.5107 0.7481 -3.1393 -0.27
H 4.8157 1.7667 -2.5940 0.62
H 3.0984 2.6005 -4.3544 -0.19
H 2.9876 0.4770 -5.6491 0.09
H 4.6563 0.6537 -6.0901 0.33
H 3.4363 1.7756 -6.7196 0.38
H 5.9156 2.7491 -5.3117 0.35
H 5.2705 3.7276 -4.1103 0.33
C 3.4787 -0.6611 4.0568 -0.49
O 3.5046 -1.9297 3.3593 -0.20
C 2.7486 -2.9492 4.0444 -0.75
C 2.8586 -4.2257 3.2122 0.11
C 4.2983 -4.8292 3.1673 -1.51
N 2.3380 -4.0650 1.8755 0.10
H 2.4289 -0.3870 4.1638 0.17
H 3.9233 0.1037 3.3940 -0.04
H 4.0810 -0.7317 4.9545 0.43
H 3.2184 -3.1115 5.0344 0.44
H 1.7518 -2.5850 4.1030 0.39
H 2.2049 -4.9516 3.6659 0.51
H 4.6441 -4.9233 4.1876 0.42
H 4.8819 -4.0117 2.6498 0.23
H 4.4500 -5.7370 2.6557 0.39
H 2.7772 -3.2533 1.4502 -0.13
H 1.3444 -3.8347 2.0051 0.00
C -2.7188 -2.5912 -3.5732 0.03
O -3.8707 -2.7719 -4.2873 -0.50
C -5.0203 -1.9778 -3.8234 -0.74
C -4.6975 -0.4700 -3.7869 1.75
C -5.8482 0.2436 -3.2569 -1.94
N -4.5048 0.0025 -5.1636 -0.20
H -2.1899 -1.6793 -3.9028 -0.31
H -2.0840 -3.4846 -3.6063 0.07
H -2.8513 -2.5311 -2.4959 0.45
H -5.7036 -2.1778 -4.6960 0.31
H -5.4200 -2.4325 -2.8988 0.35
H -3.9345 -0.3540 -3.1113 -0.78
H -6.1243 -0.0359 -2.2516 0.42
H -6.7418 0.1185 -3.8848 0.36
H -5.6180 1.3129 -3.3706 0.46
H -4.5278 1.0403 -5.1646 0.28
H -3.6301 -0.3458 -5.6075 -0.04
C 6.9054 1.5538 2.5393 -0.55
O 6.3582 2.8304 2.3099 -0.49
C 4.9596 2.8969 2.2349 0.25
C 4.2412 3.5607 3.3782 1.69
C 4.1180 5.1085 3.1349 -1.52
N 4.8122 3.1970 4.6198 -0.64
H 6.8459 1.1514 3.5570 0.24
H 7.9805 1.4956 2.2554 0.31
H 6.3687 0.8112 1.8825 0.15
H 4.7637 3.4439 1.3359 0.13
H 4.5327 1.8489 2.1245 -0.37
H 3.1938 3.2685 3.3508 -0.59
H 5.1090 5.5454 3.0301 0.45
H 3.5779 5.5389 3.9566 0.34
H 3.5869 5.1874 2.1535 0.18
H 5.7901 3.3144 4.7068 0.26
H 4.3099 3.6655 5.3762 0.24
C 1.1594 -3.3859 -4.6994 -0.67
O 1.9690 -3.4814 -3.5606 0.31
C 3.2859 -3.6274 -3.9026 -0.69
C 4.0143 -3.9909 -2.6419 0.25
C 4.0110 -5.4826 -2.3606 -1.29
N 3.4591 -3.1161 -1.5880 0.45
H 0.1108 -3.4071 -4.4538 -0.17
H 1.2997 -4.1583 -5.4604 0.48
H 1.2692 -2.4134 -5.2019 0.10
H 3.4117 -4.4205 -4.6503 0.39
H 3.6813 -2.6889 -4.3338 0.25
H 5.1155 -3.7453 -2.8441 0.39
H 3.0256 -5.9239 -2.2761 0.06
H 4.6109 -5.5365 -1.4299 0.36
H 4.5754 -5.9418 -3.1857 0.48
H 4.1562 -3.0692 -0.8399 0.37
H 2.6857 -3.6012 -1.1551 -0.90
C -0.9939 7.7866 2.5334 -0.90
O -0.4866 6.5779 3.2518 -0.30
C -0.5783 5.4776 2.2553 0.05
C 0.8000 5.3768 1.5213 0.23
N 0.7323 4.6410 0.2446 -0.29
C 1.9510 4.7927 -0.6320 0.10
C 1.6654 4.4214 -2.0710 -0.55
O 0.9566 5.4318 -2.7303 -0.47
C 0.8413 5.1720 -4.1052 -0.48
H -0.9883 8.6466 3.1272 0.35
H -1.9804 7.6043 2.2133 0.30
H -0.4062 7.9655 1.6424 0.31
H -1.3837 5.6962 1.5261 0.75
H -0.7297 4.5717 2.8476 -0.64
H 1.4785 4.8404 2.1551 -0.90
H 1.1973 6.3850 1.4312 0.76
H -0.0699 4.8596 -0.3216 0.23
H 2.6884 4.0798 -0.2510 -0.42
H 2.4245 5.7393 -0.5726 0.70
H 1.0903 3.5177 -2.0058 -0.12
H 2.5927 4.2738 -2.5921 0.56
H 0.0958 5.8050 -4.6366 0.29
H 0.5462 4.1482 -4.2822 0.02
H 1.7880 5.4272 -4.6040 0.31
C -0.5698 1.2243 -5.7802 0.01
O -1.1294 0.6810 -6.9391 -0.51
C -0.9307 -0.6808 -6.9633 0.57
C -1.8249 -1.2265 -8.0781 -1.42
N -3.2478 -0.8210 -7.7673 0.10
C -4.1903 -1.4863 -8.6728 -0.89
C -5.5842 -0.8996 -8.5328 -0.40
O -5.5095 0.4763 -8.8037 -0.33
C -6.8002 1.1582 -8.8842 -0.75
H -0.5747 2.3316 -5.9083 0.23
H 0.4301 0.8380 -5.5882 0.12
H -1.1734 0.9765 -4.8788 -0.01
H -1.2193 -1.1658 -5.9654 -0.43
H 0.0722 -1.0440 -7.1517 0.54
H -1.7919 -2.2957 -8.1360 0.51
H -1.4073 -0.7566 -8.9930 0.40
H -3.2753 0.1198 -8.0048 0.20
H -4.3749 -2.5013 -8.3811 0.38
H -3.8029 -1.4745 -9.7049 0.39
H -5.9627 -1.2613 -7.4768 0.06
H -6.2667 -1.4470 -9.2200 0.48
H -7.3669 1.0425 -7.9352 0.28
H -7.4354 0.5663 -9.5177 0.31
H -6.5841 2.1681 -9.1961 0.25
C -5.0447 -0.3727 10.8775 -0.67
O -4.4102 0.8708 10.9158 -0.35
C -5.2670 1.9014 10.4097 -0.65
C -5.4378 1.8291 8.8831 -0.55
N -4.2286 1.4435 8.2846 -0.04
C -4.2925 1.6255 6.8185 -1.07
C -3.9088 2.9833 6.2961 0.34
O -4.1141 2.9779 4.8696 -0.41
C -3.6983 4.2197 4.2841 -0.44
H -4.3320 -1.1022 11.3609 0.23
H -5.2609 -0.7433 9.8844 0.26
H -5.9895 -0.3476 11.4470 0.29
H -4.8135 2.8350 10.7078 0.33
H -6.2400 1.7833 10.8669 0.41
H -5.8328 2.7936 8.5436 0.35
H -6.1477 1.0990 8.5064 0.32
H -3.3580 1.7570 8.6846 0.20
H -5.3170 1.3383 6.4430 0.35
H -3.6466 0.8389 6.3489 0.22
H -2.8570 3.1669 6.4834 -0.07
H -4.5230 3.7966 6.6818 0.29
H -4.2501 5.1229 4.6076 0.37
H -3.6732 4.0912 3.1992 0.21
H -2.7018 4.4046 4.6485 0.07
```